# 1
# C33H31N4

2 unconnected molecules or ions with the total composition C33H31N4 (ωB97M-V with the def2-TZVPD basis set, OMol25).

```
68
C33H31N4 (ωB97M-V with the def2-TZVPD basis set)
C -2.22997 4.47572 -2.71583
C -1.71906 5.49330 -1.68023
C -1.65598 4.76653 -0.33102
N -2.27642 3.46036 -0.55094
C -2.47955 2.59100 0.43283
C -3.09659 1.34216 0.25709
C -3.15104 0.34224 1.22879
C -3.46609 -1.02291 0.88774
C -4.03044 -1.92595 1.82379
C -4.46778 -3.18529 1.41687
C -4.34056 -3.58780 0.07721
C -3.71542 -2.73615 -0.84620
C -3.25792 -1.48597 -0.44259
C -2.64661 3.21188 -1.94120
H -3.07894 4.86336 -3.28586
H -1.44175 4.21351 -3.42741
H -0.73226 5.87950 -1.94692
H -2.40534 6.34070 -1.59644
H -0.61293 4.65597 0.00460
H -2.19014 5.32562 0.45048
H -2.10956 2.86938 1.42991
H -3.58049 1.14837 -0.71108
H -2.96692 0.58717 2.27926
H -4.14353 -1.57948 2.85795
H -4.92692 -3.85732 2.14404
H -4.72133 -4.56112 -0.24199
H -3.59726 -3.04735 -1.88654
H -2.74516 -0.83192 -1.15255
H -3.72918 3.03105 -2.03552
H -2.14509 2.31898 -2.35099
C -0.23124 -2.56614 6.75381
C -0.60206 -2.45462 5.40175
C -1.67141 -1.63210 5.02747
C -2.38709 -0.97525 6.03369
N -3.52290 -0.22396 5.75335
C -4.14707 0.03057 4.59351
N -5.25142 0.75173 4.99323
C -6.30294 1.10480 4.11067
C -5.97605 1.13869 2.76248
C -6.97452 1.23887 1.79271
C -8.31202 1.36007 2.19696
C -8.63698 1.34210 3.55727
C -7.62552 1.22964 4.52909
C -5.20209 0.93066 6.39591
C -6.03589 1.76624 7.26130
C -6.22147 1.32103 8.58990
C -6.82688 2.14833 9.53330
C -7.28018 3.42385 9.16035
C -7.10390 3.87598 7.84461
C -6.49680 3.05223 6.89326
N -4.15486 0.29960 6.85847
C -2.02700 -1.07067 7.37526
C -0.94214 -1.87096 7.74521
H 0.63047 -3.17866 7.03040
H -0.03798 -2.99903 4.64317
H -1.97011 -1.47295 3.99225
H -4.92548 1.03516 2.49419
H -6.69650 1.22048 0.73774
H -9.09213 1.45068 1.43659
H -9.68063 1.40718 3.86304
H -7.88334 1.22720 5.58781
H -5.89200 0.31473 8.85399
H -6.95294 1.78888 10.55683
H -7.76200 4.06661 9.89953
H -7.45276 4.87061 7.55570
H -6.36924 3.39547 5.86569
H -2.60648 -0.51372 8.10610
H -0.66363 -1.93690 8.79743
```

- charge = +1
- LUMO (eV) = -4.4
- gap between HOMO and LUMO (eV) = 6.03
- HOMO (eV) = -10.4

# 2
# C33H32Cl3CsGeNO12

A molecular structure, C33H32Cl3CsGeNO12 (ωB97M-V with the def2-TZVPD basis set, OMol25).

```
83
C33H32Cl3CsGeNO12 (ωB97M-V with the def2-TZVPD basis set)
Cs 0.49763 0.22479 0.65015
O 2.08880 -0.86516 -4.51086
C 1.77517 -0.33660 -3.30250
O 0.97584 -0.85039 -2.57181
C 2.59646 0.90206 -3.04456
O 2.12074 1.59056 -1.93874
C 2.90194 2.74149 -1.66583
C 2.62584 3.33463 -0.25833
O 2.91578 4.53677 -0.15248
O 2.22192 2.51410 0.59131
H 1.51485 -1.63905 -4.62119
H 3.63666 0.57185 -2.88955
H 2.57997 1.51179 -3.95950
H 3.96903 2.47279 -1.68442
H 2.72894 3.50601 -2.43452
Cl -6.41919 4.17490 3.31909
C -4.93671 3.26903 3.02578
C -4.09000 2.96357 4.10735
C -2.95316 2.25356 3.88781
Cl -1.91856 1.86977 5.23942
C -2.53594 1.76034 2.57606
O -1.51990 1.06755 2.43358
C -3.43190 2.14068 1.51236
C -3.19055 1.80933 0.12918
O -2.23267 1.24732 -0.38023
C -4.60912 2.86527 1.76675
H -4.34054 3.28717 5.10898
H -4.02360 2.14251 -0.52928
H -5.26802 3.10860 0.94018
C -2.52746 -5.47128 -4.23063
C -3.73176 -4.78751 -4.15471
C -3.75151 -3.45731 -3.75919
C -2.56739 -2.79186 -3.43604
C -1.36520 -3.49861 -3.50054
C -1.34450 -4.82447 -3.90026
Ge -2.56488 -0.95639 -2.76712
C -4.35969 -0.38776 -2.23472
C -5.00194 -1.02976 -1.17547
C -6.21250 -0.55779 -0.69164
C -6.80274 0.56472 -1.25638
C -6.17164 1.21714 -2.30482
C -4.95744 0.74863 -2.78455
C -1.62879 0.28933 -3.95427
C -1.23883 1.54602 -3.48940
C -0.51188 2.40067 -4.30443
C -0.16198 2.01505 -5.59087
C -0.53968 0.76623 -6.06328
C -1.26721 -0.09066 -5.25047
H -2.50972 -6.51258 -4.52959
H -4.65886 -5.29355 -4.39873
H -4.69339 -2.92450 -3.69470
H -0.45331 -3.00743 -3.18414
H -0.40908 -5.37134 -3.93008
H -4.52239 -1.87803 -0.69955
H -6.68982 -1.04955 0.14711
H -7.73928 0.94120 -0.86329
H -6.62065 2.10512 -2.73514
H -4.45335 1.27984 -3.58472
H -1.49259 1.83100 -2.47787
H -0.19002 3.36058 -3.92036
H 0.41856 2.68036 -6.21962
H -0.25472 0.45805 -7.06290
H -1.55906 -1.06877 -5.61982
C 4.17448 -4.46360 1.54899
N 3.33788 -4.72878 0.39807
C 2.47884 -5.89612 0.50322
C 3.14155 -3.73908 -0.52173
C 2.06510 -3.99400 -1.54710
O 3.80756 -2.71361 -0.52677
H 4.94361 -5.23685 1.64168
H 3.56963 -4.45779 2.45968
H 4.64635 -3.49337 1.42571
H 3.04170 -6.68290 1.00986
H 2.20160 -6.26002 -0.48358
H 1.55943 -5.67877 1.04980
H 2.32659 -4.86813 -2.14897
H 1.99327 -3.11553 -2.17867
H 1.09657 -4.17393 -1.07747
O -1.10560 -2.76132 -0.42698
Cl -0.82598 -3.33595 0.87715
O -1.95204 -3.14587 1.75383
O -0.56686 -4.76349 0.72078
O 0.36410 -2.71905 1.43669
```

- charge = -2
- LUMO (spin up / spin down) (eV) = 3.6 / 3.6
- multiplicity = 2
- gap between HOMO and LUMO (spin up / spin down) (eV) = 5.98 / 6.33
- HOMO (spin up / spin down) (eV) = -2.3 / -2.7

# 3
# C33H32IrN5O3

A molecular structure, C33H32IrN5O3 (ωB97M-V with the def2-TZVPD basis set, OMol25).

```
74
C33H32IrN5O3 (ωB97M-V with the def2-TZVPD basis set)
Ir -1.73650 0.49361 0.20317
C -2.02014 1.15786 4.45711
C -2.60625 1.40750 3.11782
C -1.89120 2.21923 2.19039
C -2.45425 2.61149 0.97636
C -1.95265 3.81869 0.24684
C -3.65861 1.96191 0.58502
C -4.40420 1.16248 1.51349
C -5.74745 0.63795 1.14601
C -3.87085 0.93224 2.77376
H -0.96502 0.88822 4.38010
H -2.55998 0.39300 5.00999
H -2.05240 2.08454 5.04063
H -0.95696 2.66827 2.50588
H -0.90948 4.02885 0.47815
H -2.54127 4.67588 0.58464
H -2.09152 3.74801 -0.82946
H -4.15153 2.28996 -0.32344
H -5.76304 -0.45423 1.17238
H -6.06117 0.96937 0.15870
H -6.48994 0.97152 1.87470
H -4.45818 0.39353 3.50772
O 2.33767 0.09189 0.14395
C 1.24682 0.61669 0.11246
O 0.26913 0.43101 0.93020
C 0.88660 1.58488 -1.00817
C 1.83316 2.42425 -1.59786
C 1.39870 3.27709 -2.58063
C 0.05669 3.25216 -3.00918
C -0.44053 4.10395 -4.02229
C -1.73802 4.01253 -4.43990
C -2.60572 3.07516 -3.84651
C -2.16380 2.24991 -2.84652
C -0.83214 2.32424 -2.39618
N -0.37739 1.54942 -1.36878
H 2.85952 2.39494 -1.26438
H 2.09008 3.96629 -3.05046
H 0.22948 4.83585 -4.45517
H -2.10322 4.65618 -5.22782
H -3.63327 3.01335 -4.17922
H -2.82822 1.53073 -2.38435
N -3.00643 -1.39019 -2.03139
C -2.61960 -0.70163 -1.20261
H -3.36271 -1.97919 -2.76834
C 7.61047 -2.09863 -2.21711
C 6.33949 -2.34352 -1.51454
C 5.65633 -3.57885 -1.67369
C 4.46914 -3.82192 -1.05333
C 3.89358 -2.82072 -0.21506
N 2.74051 -2.99962 0.49390
C 2.17065 -4.25349 0.80898
O 2.63732 -5.29940 0.45762
N 1.07382 -4.23097 1.65599
C 0.02156 -3.35914 1.91527
C -0.80804 -3.65254 3.00653
C -1.92265 -2.88163 3.24856
C -2.19603 -1.81909 2.40004
N -1.40453 -1.53063 1.36996
C -0.32355 -2.27144 1.12023
C 4.54555 -1.55755 -0.09031
C 5.74127 -1.34363 -0.70118
H 8.19826 -3.01182 -2.31448
H 8.19709 -1.30575 -1.75786
H 7.40093 -1.78064 -3.24833
H 6.08914 -4.34192 -2.30713
H 3.96966 -4.76484 -1.18978
H 2.41728 -2.18361 1.00423
H 0.94715 -5.15206 2.05458
H -0.56933 -4.48964 3.65157
H -2.58025 -3.09691 4.07851
H -3.07124 -1.20412 2.54461
H 0.26244 -2.00167 0.25099
H 4.08496 -0.78215 0.50759
H 6.25481 -0.40148 -0.56321
```

- charge = +3
- LUMO (spin up / spin down) (eV) = -10.6 / -10.7
- multiplicity = 2
- gap between HOMO and LUMO (spin up / spin down) (eV) = 5.64 / 5.80
- HOMO (spin up / spin down) (eV) = -16.3 / -16.5